Molecular formula: C15H34IO5P2
Method: DFT, ωB97M-V/def2-TZVPD

Each line ends with the natural charge from an NBO analysis.
Geometry (Å):
C -0.409 -2.399 3.524  -0.61
C -1.344 -2.710 2.358  -0.41
C -1.225 -1.684 1.218  -0.74
P -0.102 -2.143 -0.126  0.61
I 1.553 -0.447 -0.434  0.12
P 0.968 -4.036 0.257  1.29
O 0.015 -5.142 0.178  -1.04
H -0.306 -1.331 3.674  0.22
H -0.771 -2.863 4.431  0.24
H 0.586 -2.799 3.348  0.20
H -2.371 -2.702 2.698  0.24
H -1.151 -3.722 2.012  0.22
H -0.891 -0.733 1.617  0.31
H -2.182 -1.480 0.751  0.28
H -0.856 -2.275 -1.295  0.07
H 1.495 -3.795 1.530  -0.02
H 2.061 -4.062 -0.620  -0.01
C -2.094 1.593 -0.391  -0.72
C -2.358 1.981 1.042  0.62
O -2.093 1.206 1.939  -0.59
C -2.928 3.344 1.293  -0.74
H -1.676 0.588 -0.387  0.18
H -3.010 1.600 -0.983  0.24
H -1.379 2.276 -0.855  0.26
H -3.896 3.445 0.800  0.23
H -2.246 4.100 0.900  0.27
H -3.050 3.496 2.362  0.24
C 3.849 -8.342 2.431  -0.72
C 3.003 -7.296 1.757  0.62
O 3.379 -6.146 1.634  -0.59
C 1.651 -7.695 1.232  -0.73
H 4.789 -7.904 2.758  0.24
H 3.320 -8.748 3.294  0.24
H 4.052 -9.159 1.738  0.24
H 1.010 -8.048 2.041  0.24
H 1.734 -8.483 0.481  0.24
H 1.248 -6.790 0.795  0.24
C 2.060 2.566 -2.702  -0.72
C 0.870 2.889 -3.575  0.61
O -0.251 2.876 -3.121  -0.56
C 1.146 3.221 -5.018  -0.72
H 1.704 2.362 -1.695  0.22
H 2.588 1.695 -3.094  0.23
H 2.753 3.407 -2.668  0.25
H 1.646 2.384 -5.506  0.24
H 1.798 4.093 -5.083  0.24
H 0.211 3.431 -5.530  0.24
C -0.973 6.261 -2.069  -0.73
C -1.177 6.663 -0.628  0.61
O -0.924 5.908 0.283  -0.57
C -1.711 8.051 -0.378  -0.72
H -0.593 5.244 -2.118  0.24
H -1.919 6.316 -2.610  0.24
H -0.266 6.940 -2.548  0.23
H -2.685 8.168 -0.857  0.23
H -1.032 8.794 -0.797  0.24
H -1.813 8.217 0.691  0.24

The value obtained for the orbital gap is 7.200 eV. The net charge is +1. The spin multiplicity is 1. The calculation puts the total energy at -1948.2910 Ha. The LUMO energy is -4.355 eV.



Molecular formula: C15H35N4OTa
Method: DFT, ωB97M-V/def2-TZVPD

Each line ends with the natural charge from an NBO analysis.
Geometry (Å):
Ta 0.064 -0.039 0.875  2.46
N 0.938 1.650 1.624  -0.82
N 1.473 -1.407 1.198  -0.76
N -1.032 0.969 -0.671  -0.77
N -0.471 -1.147 -0.859  -0.79
H 2.754 0.827 2.334  0.20
C 2.201 1.772 2.345  -0.41
H 2.018 2.073 3.396  0.17
H 2.843 2.560 1.909  0.18
H 0.491 3.732 1.589  0.19
C 0.092 2.788 2.005  -0.41
H 0.065 2.902 3.110  0.17
H -0.934 2.676 1.630  0.20
C 2.657 -1.942 0.537  -0.41
H 2.446 -2.960 0.143  0.19
H 3.021 -1.316 -0.290  0.22
H 3.470 -2.045 1.287  0.19
H 1.101 -3.352 1.927  0.19
C 1.152 -2.317 2.295  -0.42
H 1.956 -2.285 3.044  0.19
H 0.206 -2.063 2.782  0.22
C -1.781 2.155 -1.045  -0.04
H -1.085 2.984 -0.836  0.18
C -3.019 2.343 -0.162  -0.60
H -2.798 2.324 0.916  0.20
H -3.484 3.318 -0.386  0.20
H -3.775 1.566 -0.373  0.21
C -2.202 2.211 -2.497  -0.62
H -2.551 3.233 -2.674  0.22
H -1.378 2.031 -3.181  0.21
H -3.022 1.523 -2.726  0.21
H -0.442 -3.434 -3.356  0.21
C -0.722 -2.460 -2.944  -0.62
H -1.814 -2.373 -2.977  0.21
H -0.277 -1.698 -3.580  0.21
C -0.181 -2.400 -1.531  -0.04
H 0.925 -2.447 -1.555  0.17
C -0.719 -3.570 -0.710  -0.60
H -0.263 -3.627 0.290  0.20
H -1.816 -3.493 -0.595  0.21
H -0.506 -4.515 -1.238  0.20
H -1.301 -0.070 -2.554  0.17
C -0.773 -0.021 -1.591  0.23
C 2.349 1.020 -0.880  -0.51
H 1.790 1.955 -0.639  0.22
H 3.138 0.740 -0.176  0.20
C 1.922 0.231 -1.885  -0.17
H 2.520 -0.625 -2.235  0.20
C 0.705 0.511 -2.643  -0.57
H 0.389 1.568 -2.739  0.21
H 0.546 -0.104 -3.539  0.19
C -1.401 0.031 3.635  -0.24
O -1.081 -0.242 2.282  -0.80
H -0.492 -0.081 4.254  0.18
H -2.141 -0.735 3.921  0.20
H -1.771 1.072 3.738  0.19

The value obtained for the orbital gap is 7.138 eV. The net charge is 0. The spin multiplicity is 1. The calculation puts the total energy at -943.7610 Ha. The LUMO energy is 0.498 eV.



Molecular formula: C15H35N5O5
Method: DFT, ωB97M-V/def2-TZVPD

Each line ends with the natural charge from an NBO analysis.
Geometry (Å):
C -2.284 3.221 -1.894  -0.42
N -3.115 2.053 -1.636  -0.60
C -3.419 1.117 -2.500  0.65
C -4.241 -0.058 -2.098  -0.70
O -3.054 1.250 -3.724  -0.68
H -2.902 4.060 -2.214  0.20
H -1.583 3.087 -2.718  0.24
H -1.793 3.520 -0.968  0.20
H -3.612 2.049 -0.756  0.39
H -5.050 0.112 -1.387  0.22
H -3.444 -0.525 -1.519  0.24
H -4.547 -0.641 -2.966  0.25
C -0.526 -0.333 2.641  -0.42
N -0.185 0.122 1.283  -0.60
C -0.471 -0.630 0.247  0.69
C -0.060 0.016 -1.034  -0.71
O -0.903 -1.786 0.269  -0.70
H -0.470 -1.410 2.797  0.23
H -1.550 -0.099 2.932  0.20
H 0.168 0.261 3.235  0.22
H 0.222 1.025 1.088  0.42
H 0.938 0.288 -0.692  0.23
H -0.521 0.915 -1.443  0.24
H -0.125 -0.769 -1.788  0.24
C 2.456 -0.465 -3.427  -0.42
N 2.785 -1.622 -2.529  -0.62
C 3.593 -1.528 -1.434  0.67
C 4.052 -2.820 -0.811  -0.72
O 3.962 -0.482 -0.944  -0.64
H 1.432 -0.619 -3.769  0.20
H 3.049 -0.585 -4.334  0.20
H 2.571 0.378 -2.746  0.24
H 2.317 -2.482 -2.777  0.40
H 3.353 -3.316 -0.137  0.24
H 4.973 -2.672 -0.247  0.24
H 4.417 -3.500 -1.581  0.22
C -3.201 -3.542 1.981  -0.41
N -1.795 -3.715 1.822  -0.63
C -1.006 -4.304 2.772  0.66
C 0.491 -4.264 2.565  -0.71
O -1.513 -4.865 3.772  -0.66
H -3.678 -4.513 1.851  0.20
H -3.600 -2.910 1.188  0.19
H -3.448 -3.061 2.927  0.20
H -1.448 -3.200 1.025  0.44
H 0.878 -4.300 1.547  0.23
H 0.903 -4.953 3.303  0.24
H 0.803 -3.312 2.994  0.22
C 0.447 5.589 1.095  -0.42
N 1.562 4.773 0.797  -0.60
C 1.706 3.552 1.268  0.68
C 2.973 2.769 0.882  -0.71
O 0.918 3.061 2.003  -0.66
H 0.490 6.287 0.258  0.21
H 0.416 5.933 2.129  0.22
H -0.433 5.031 0.776  0.20
H 2.178 5.012 0.032  0.39
H 3.625 2.868 1.750  0.24
H 3.537 3.229 0.070  0.21
H 2.765 1.705 0.776  0.25

The value obtained for the orbital gap is 9.003 eV. The net charge is 0. The spin multiplicity is 1. The calculation puts the total energy at -1242.5416 Ha. The LUMO energy is 0.282 eV. As for the structure (SMILES): CNC(C)=O.CNC(C)=O.CNC(C)=O.CNC(C)=O.CNC(C)=O.



Molecular formula: C15H36BrFIN2O9P2
Method: DFT, ωB97M-V/def2-TZVPD

Each line ends with the natural charge from an NBO analysis.
Geometry (Å):
C 1.264 -2.508 -4.257  -0.98
P 1.565 -0.725 -4.072  1.36
F 1.980 -0.759 -2.468  -0.65
Br 4.118 -1.337 -4.494  -0.64
I 1.077 -0.563 -6.818  -0.54
C -0.143 -0.206 -3.485  -0.80
C -1.348 0.086 -4.377  -0.22
N -1.253 1.366 -5.068  -0.87
P 2.418 1.388 -4.376  1.13
N 3.425 1.941 -5.400  -1.32
H 0.215 -2.638 -4.516  0.22
H 1.897 -2.946 -5.012  0.27
H 1.470 -2.949 -3.283  0.23
H -0.379 -1.038 -2.820  0.21
H 0.036 0.658 -2.847  0.23
H -2.240 0.107 -3.750  0.17
H -1.451 -0.760 -5.064  0.18
H -0.840 1.268 -5.993  0.39
H -2.154 1.821 -5.143  0.35
H 1.142 2.010 -4.401  -0.06
H 2.733 1.573 -3.005  -0.08
H 3.862 1.298 -6.045  0.41
C -0.631 5.319 1.530  -0.64
C -0.835 5.181 0.038  -0.07
O -0.731 3.803 -0.379  -0.49
C -1.819 3.058 -0.191  0.99
O -2.866 3.433 0.283  -0.66
O -1.553 1.819 -0.596  -0.49
C -2.618 0.880 -0.441  -0.26
H 0.324 4.886 1.826  0.22
H -0.623 6.378 1.796  0.21
H -1.441 4.832 2.072  0.22
H -0.051 5.676 -0.529  0.19
H -1.809 5.562 -0.267  0.19
H -3.540 1.257 -0.883  0.19
H -2.791 0.679 0.616  0.19
H -2.279 -0.014 -0.955  0.20
C 2.238 -0.622 0.624  -0.65
C 2.249 -1.773 1.597  -0.07
O 3.528 -1.878 2.284  -0.49
C 3.691 -1.055 3.308  0.98
O 2.888 -0.257 3.733  -0.66
O 4.952 -1.166 3.747  -0.50
C 5.287 -0.273 4.813  -0.25
H 3.032 -0.717 -0.115  0.24
H 1.300 -0.633 0.067  0.23
H 2.322 0.329 1.149  0.21
H 2.153 -2.733 1.095  0.20
H 1.477 -1.675 2.359  0.18
H 4.587 -0.385 5.640  0.19
H 5.253 0.760 4.470  0.19
H 6.295 -0.550 5.107  0.19
C -5.102 -3.465 4.065  -0.64
C -3.803 -4.135 3.678  -0.07
O -3.030 -3.305 2.783  -0.50
C -2.332 -2.329 3.368  0.98
O -2.322 -2.080 4.550  -0.65
O -1.768 -1.590 2.416  -0.50
C -1.030 -0.454 2.892  -0.26
H -5.677 -3.202 3.177  0.21
H -5.698 -4.156 4.665  0.21
H -4.908 -2.573 4.657  0.23
H -3.967 -5.044 3.103  0.19
H -3.195 -4.357 4.554  0.20
H -0.286 -0.755 3.627  0.21
H -1.704 0.267 3.354  0.19
H -0.561 -0.033 2.007  0.20

The value obtained for the orbital gap is 7.105 eV. The net charge is -1. The spin multiplicity is 1. The calculation puts the total energy at -5034.2388 Ha. The LUMO energy is 2.142 eV.